No. 1
Formula: C3H10N2O
Source: the Open Molecules 2025 dataset
Level of theory: wB97M-V/def2-TZVPD

Element x y z (Å)
C -1.6432 1.2069 -1.3825
C -1.9964 1.3373 -2.6948
N -1.4786 0.2652 -0.4257
H -1.3959 2.1017 -0.9484
H -2.5811 2.2572 -2.9395
H -2.0677 0.4623 -3.4388
H 1.0543 -2.7982 1.0486
H -1.9875 0.4823 0.4517
H -1.3836 -0.7355 -0.7672
N 2.2039 0.1325 2.0112
C 2.0350 -1.1026 1.2511
O 0.9577 -2.0529 1.5897
H 1.4336 0.7899 1.7505
H 2.0016 -0.0781 2.9618
H 1.8148 -0.6879 0.2242
H 3.0331 -1.5800 1.3081

Values from the calculation:
- Relative energy (zero: lowest compared OMol25 entry of this formula, charge and spin): 3.0651 eV
- LUMO energy: 0.757 eV
- Orbital gap: 8.9 eV
- SMILES string: C=CN.NCO

---

No. 2
Formula: C3H10N2O
Source: the Open Molecules 2025 dataset
Level of theory: wB97M-V/def2-TZVPD

Element x y z (Å)
O 0.5350 -1.9221 1.4889
C 0.1923 -2.3749 0.4108
C 0.4882 -1.7252 -0.8716
H -0.3360 -3.3932 0.2893
H 0.6760 -0.6904 -0.8124
H 1.2871 -2.2880 -1.4649
H -0.4848 -1.8173 -1.4369
N 0.7429 1.9012 0.4247
C -0.7303 1.5442 0.1679
N -1.1953 1.9765 -1.1284
H 0.7786 2.9432 0.5740
H 1.2534 1.6703 -0.4568
H -1.2225 2.1383 0.9169
H -0.9759 0.5519 0.3567
H -0.7153 1.4416 -1.8243
H -1.0747 3.0123 -1.3700

Values from the calculation:
- Relative energy (zero: lowest compared OMol25 entry of this formula, charge and spin): 1.9293 eV
- LUMO energy: 0.909 eV
- Orbital gap: 9.8 eV
- SMILES string: CC=O.NCN

---

No. 3
Formula: C3H10N2O
Source: the Open Molecules 2025 dataset
Level of theory: wB97M-V/def2-TZVPD

Element x y z (Å)
C -1.4525 1.3940 -1.8650
N -0.6791 0.4420 -2.3390
H -2.2711 1.1422 -1.2465
H -1.1877 2.4868 -2.0227
H -0.1552 0.8069 -3.1648
H -0.2276 -1.1049 -0.9355
C 1.0234 0.7037 1.3420
N 1.0172 -0.7456 1.6805
C -0.0510 -1.5129 1.0656
O 0.1779 -1.8796 -0.3422
H 1.1299 0.8295 0.2586
H 1.8901 1.1342 1.8350
H 0.0473 1.0800 1.6628
H 1.9250 -1.1784 1.4822
H -1.0661 -1.1027 1.0669
H -0.1203 -2.4952 1.5219

Values from the calculation:
- Relative energy (zero: lowest compared OMol25 entry of this formula, charge and spin): 2.5821 eV
- LUMO energy: 0.538 eV
- Orbital gap: 9.3 eV
- SMILES string: CNCO.C=N